One molecule with the formula C6H10O. Source: OMol25; level of theory: ωB97M-V/def2-TZVPD.

Atoms and positions in Å:
C 0.580 -1.335 -1.311
C 1.412 -0.538 -0.646
C 1.194 0.920 -0.573
C 0.026 1.481 -0.241
C -1.220 0.773 0.242
C -1.019 -0.541 1.051
O 0.264 -0.785 1.606
H 0.655 -2.418 -1.276
H -0.228 -0.904 -1.894
H 2.273 -0.947 -0.123
H 2.037 1.570 -0.809
H -0.057 2.567 -0.299
H -1.875 0.570 -0.620
H -1.786 1.481 0.859
H -1.716 -0.541 1.892
H -1.281 -1.402 0.419
H 0.740 0.051 1.723

Values from the calculation:
LUMO level, eV: 0.992
HOMO, eV: -8.905
Charge: 0
Molecular weight, g mol⁻¹: 98.14

Löwdin atomic charge list, values in e, 8 entries: C -0.01; C -0.20; C -0.12; C -0.11; C -0.17; C -0.26; O -0.10; H 0.07



One molecule with the formula C5H13Cl2O2PSi. Source: OMol25; level of theory: ωB97M-V/def2-TZVPD.

Atoms and positions in Å:
C -0.012 2.179 0.422
C 1.172 -0.348 -1.985
C 0.129 -2.351 0.046
C 1.849 0.599 1.085
C 0.328 0.748 0.836
O -1.727 -0.759 -1.076
O -2.192 0.272 1.333
Si -0.047 -0.558 -0.504
P -2.679 -0.109 0.023
Cl -3.691 1.310 -0.752
Cl -4.008 -1.595 0.242
H 0.336 2.478 -0.517
H -1.130 2.507 0.437
H 0.564 2.808 1.051
H 1.610 0.555 -1.658
H 1.709 -1.298 -1.814
H 0.678 -0.129 -2.959
H -0.245 -3.059 -0.718
H 1.159 -2.520 0.162
H -0.473 -2.736 0.897
H 2.097 -0.443 1.415
H 2.449 0.811 0.163
H 2.320 1.092 2.011
H -0.197 0.544 1.861

Values from the calculation:
LUMO level, eV: 0.609
HOMO, eV: -10.246
Charge: 0
Molecular weight, g mol⁻¹: 235.12

Löwdin atomic charge list, values in e, 8 entries: C -0.13; C -0.12; C -0.16; C -0.15; C -0.47; O -0.39; O -0.39; Si 0.55



A 2-piece molecular cluster, C3H7NOS overall. Source: OMol25; level of theory: ωB97M-V/def2-TZVPD.

Atoms and positions in Å:
C -0.551 0.332 -0.362
C -0.936 1.498 -1.223
S 1.820 -2.528 -0.155
C -1.665 1.138 0.485
N 0.699 0.099 0.301
O -1.276 2.233 1.177
H -0.963 1.551 -2.307
H -1.739 0.338 1.264
H -0.943 2.558 -0.915
H -2.673 1.141 -0.073
H -1.022 -0.666 -0.682
H 1.529 0.033 -0.356
H 0.922 -0.869 0.617

Values from the calculation:
LUMO level, eV: -3.933
HOMO, eV: -8.776
Charge: 0
Molecular weight, g mol⁻¹: 105.16

Löwdin atomic charge list, values in e, 8 entries: C -0.34; C 0.11; S 0.14; C -0.44; N 0.05; O -0.18; H 0.09; H 0.19